The following is a quantum chemistry calculation of a cluster of 2 separate species, C4H11NO2 in total, from the OMol25 dataset.

```
! RIJCOSX wB97M-V def2-TZVPD def2/J DEFGRID3
* xyz 1 2
O -0.391 0.572 1.349
O -0.658 -1.911 0.005
N 1.510 -1.192 -0.453
C 0.742 -2.277 0.082
C 0.350 2.646 0.671
C -0.310 1.422 0.395
C -1.033 1.155 -0.861
H 0.382 3.379 -0.118
H -1.210 -2.689 0.154
H 0.723 2.861 1.663
H 1.140 -0.880 -1.342
H -0.809 0.159 -1.244
H -2.109 1.158 -0.642
H 1.388 -0.450 0.219
H 0.954 -3.201 -0.449
H -0.850 -0.260 1.063
H -0.845 1.898 -1.621
H 1.026 -2.393 1.133
*
```

LUMO energy (spin up / spin down) ... -0.15166 / -0.28423 hartree
Expectation value of S² ... 0.7549
Frontier orbital gap (spin up / spin down) ... 9.9 / 6.3 eV
HOMO energy (spin up / spin down) ... -14.0 / -14.0 eV

Results of the Löwdin charge analysis, in e, for atoms 1 through 2: O 0.1849; O -0.0955

---

The following is a quantum chemistry calculation of a structure of composition C5H9N4, from the OMol25 dataset.

```
! RIJCOSX wB97M-V def2-TZVPD def2/J DEFGRID3
* xyz 1 1
N 3.399 -0.911 -0.061
N 2.139 -1.185 0.054
N 3.152 1.227 0.139
N 3.862 0.274 -0.276
C -0.763 0.686 -1.089
C 1.298 -0.166 -0.085
C 1.896 1.059 0.282
C -0.145 -0.400 -0.277
C -0.972 -0.657 0.963
H -1.075 -0.001 1.818
H -0.799 1.470 -0.450
H -1.984 -0.959 0.440
H -1.800 0.269 -1.220
H -0.436 -1.554 1.445
H -0.255 1.160 -1.959
H 4.137 -1.717 -0.015
H -0.194 -1.302 -0.869
H 1.258 1.976 1.063
*
```

LUMO energy ... -0.22359 hartree
Frontier orbital gap ... 9.4 eV
HOMO energy ... -15.5 eV

Results of the Löwdin charge analysis, in e, for atoms 1 through 2: N 0.0310; N 0.2217

---

The following is a quantum chemistry calculation of a structure of composition C25H18AsBr2F6MnN2O10, from the OMol25 dataset.

```
! RIJCOSX wB97M-V def2-TZVPD def2/J DEFGRID3
* xyz -2 5
Br 4.922 0.078 0.493
Br 3.774 0.786 -4.984
As -0.818 5.437 -5.001
Mn 0.067 0.831 1.029
F 0.518 4.356 -5.283
F -0.743 5.096 -3.307
F -0.904 5.762 -6.710
F -2.165 6.507 -4.741
F 0.283 6.764 -4.800
F -1.926 4.098 -5.212
O 0.142 2.408 2.089
O 1.959 0.863 0.769
O -1.792 0.699 1.394
O -1.513 -1.105 -1.267
O -0.886 -7.970 -1.100
O 0.525 -0.369 3.034
O -0.637 3.701 3.723
O 0.060 -1.005 0.347
O -3.633 0.712 2.638
O 0.675 -7.798 0.365
N 0.215 1.556 -1.115
N -0.165 -7.313 -0.371
C 0.537 -5.086 0.399
C 0.827 1.475 -3.818
C -0.700 -0.928 3.543
C -0.425 1.804 -3.399
C 4.073 0.544 -2.189
C -1.360 -3.902 -1.263
C -1.243 -5.281 -1.241
C 2.376 0.869 -0.465
C -0.247 -1.501 4.889
C 3.665 0.551 -0.845
C 1.468 1.222 -1.522
C -1.578 0.320 3.767
C 1.843 1.197 -2.873
C 0.801 -0.446 5.330
C 0.780 0.517 4.137
C -0.699 1.883 -2.008
C -0.543 -3.113 -0.461
C 0.404 -3.708 0.366
C 3.184 0.850 -3.175
C -2.053 2.264 -1.510
C -0.496 1.375 4.172
C -0.711 -1.598 -0.493
C -0.294 -5.848 -0.405
C -2.425 0.621 2.527
C -0.362 2.606 3.270
H 1.032 -3.070 0.973
H -2.083 -3.405 -1.896
H 1.699 1.064 3.944
H 1.266 -5.572 1.030
H -1.076 -1.607 5.589
H 5.093 0.282 -2.431
H -2.516 1.401 -1.031
H -1.210 1.986 -4.117
H -1.962 3.055 -0.764
H -1.867 -5.916 -1.852
H -0.694 1.757 5.171
H 1.050 1.407 -4.873
H 0.538 0.060 6.258
H 0.212 -2.478 4.747
H 1.789 -0.891 5.449
H -1.091 -1.644 2.824
H -2.281 0.168 4.583
H -2.675 2.625 -2.327
*
```

LUMO energy (spin up / spin down) ... 0.10004 / 0.09983 hartree
Expectation value of S² ... 6.0387
Frontier orbital gap (spin up / spin down) ... 6.2 / 6.3 eV
HOMO energy (spin up / spin down) ... -3.5 / -3.6 eV

Results of the Löwdin charge analysis, in e, for atoms 1 through 2: Br 0.7225; Br 0.7236

---

The following is a quantum chemistry calculation of a structure of composition C4H9N3O, from the OMol25 dataset.

```
! RIJCOSX wB97M-V def2-TZVPD def2/J DEFGRID3
* xyz 0 1
O -0.024 -1.527 -1.435
N 1.667 0.102 -0.236
N -0.503 -1.470 -0.083
N 0.467 0.495 0.331
C -2.902 -0.081 0.929
C 2.403 1.294 -0.377
C -1.677 0.326 1.059
C -0.496 -0.148 0.303
H 2.304 1.942 0.517
H 2.258 2.007 -1.281
H -3.650 0.574 1.544
H 1.473 0.088 -1.513
H 0.389 -1.907 0.409
H -0.565 -2.927 -1.823
H 3.514 0.957 -0.607
H -3.205 -0.885 0.114
H -1.452 1.159 2.150
*
```

LUMO energy ... -0.03196 hartree
Frontier orbital gap ... 8.1 eV
HOMO energy ... -8.9 eV

Results of the Löwdin charge analysis, in e, for atoms 1 through 2: O -0.2412; N -0.1082

---

The following is a quantum chemistry calculation of a cluster of 16 separate species, C92H79Br2N15O30 in total, from the OMol25 dataset.

```
! RIJCOSX wB97M-V def2-TZVPD def2/J DEFGRID3
* xyz 0 1
Br 9.209 -3.429 -4.236
Br 9.001 -0.360 -6.144
O 6.414 0.303 0.917
O 19.463 3.393 -4.708
O 16.840 1.987 -10.605
O 11.680 1.616 -5.944
O 23.721 -2.201 0.544
O 14.240 -0.201 -1.497
O 14.134 -0.488 -9.359
O 17.897 8.958 -1.847
O 16.265 -5.807 3.722
O 20.866 2.271 0.429
O 14.259 -2.483 -8.482
O 10.993 5.168 3.327
O 9.758 -2.911 3.638
O 20.859 3.028 -3.150
O 7.892 -1.107 0.805
O 20.830 -0.162 -6.371
O 14.425 -4.960 3.209
O 10.835 3.094 3.902
O 10.339 -1.032 2.634
O 18.645 6.006 1.081
O 13.457 -4.239 -3.880
O 21.251 1.552 -7.620
O 14.172 -6.231 -3.553
O 22.427 -0.533 0.936
O 16.661 6.512 1.713
O 19.566 7.651 -2.516
O 12.513 2.805 -4.309
O 22.648 2.304 -0.679
O 16.212 2.942 -12.458
O 13.137 -0.781 -3.184
N 15.576 -5.104 2.960
N 10.363 -2.262 2.758
N 7.462 -0.102 0.394
N 17.096 2.613 -11.662
N 14.320 -5.091 -3.942
N 18.414 7.862 -2.128
N 12.458 2.496 -5.513
N 22.727 -1.544 0.317
N 20.643 3.457 -4.274
N 11.021 3.946 3.074
N 14.106 -0.253 -2.728
N 21.625 0.577 -6.957
N 14.386 -1.684 -9.422
N 17.478 5.722 1.400
N 22.028 2.459 0.366
C 21.110 3.783 -12.776
C 16.311 0.319 -5.861
C 14.809 2.658 -8.281
C 21.639 4.221 -5.080
C 12.031 -5.063 0.854
C 22.822 3.657 3.915
C 15.735 3.646 -7.825
C 15.662 -4.636 -4.406
C 17.188 -3.083 -0.450
C 25.365 1.049 -6.928
C 22.749 2.963 1.569
C 11.140 -2.491 0.437
C 15.313 2.577 1.301
C 25.791 -0.100 -6.233
C 16.468 0.577 -3.078
C 21.129 -0.962 -1.524
C 9.867 -2.068 -6.769
C 13.714 2.368 -7.583
C 9.353 0.523 -2.771
C 24.092 3.397 1.361
C 18.420 3.139 -11.999
C 12.112 -4.476 -0.416
C 13.521 3.001 -6.411
C 17.567 0.827 -3.892
C 17.412 6.692 -2.212
C 23.881 5.024 -5.491
C 8.180 0.663 -0.660
C 21.240 4.822 -6.250
C 16.155 -4.050 -11.925
C 19.485 2.890 -11.129
C 16.982 -3.212 -5.855
C 11.709 -3.198 -0.586
C 21.778 -1.921 -0.720
C 11.508 2.112 1.472
C 18.763 3.748 -13.198
C 15.077 -2.191 -10.676
C 16.269 -1.679 -12.687
C 15.836 -3.190 -0.312
C 24.150 4.105 3.634
C 11.471 4.337 0.603
C 23.424 5.655 -6.710
C 16.209 1.699 0.587
C 23.992 1.246 -7.135
C 21.601 -3.260 -0.915
C 16.087 6.797 -1.664
C 20.817 3.203 -11.522
C 8.654 -0.074 -1.747
C 20.305 -1.387 -2.569
C 23.524 -0.723 -5.987
C 24.799 3.898 2.453
C 22.172 3.065 2.816
C 17.760 5.483 -2.895
C 20.029 -2.743 -2.722
C 17.990 -3.728 0.446
C 18.129 -3.953 -5.524
C 15.202 5.730 -1.733
C 17.434 0.817 -5.289
C 11.595 -4.328 1.924
C 8.185 2.053 -0.683
C 9.615 1.905 -2.670
C 16.622 -3.040 -12.766
C 15.542 -1.271 -11.596
C 11.924 3.848 -0.629
C 16.147 -4.454 1.749
C 11.345 3.469 1.703
C 24.825 -0.950 -5.676
C 16.794 -5.328 -4.091
C 23.055 0.354 -6.704
C 20.760 -3.716 -1.993
C 18.041 -5.016 -4.644
C 15.503 4.296 -6.617
C 15.548 4.542 -2.393
C 22.985 4.275 -4.701
C 15.769 -3.521 -5.303
C 15.252 0.184 -3.632
C 10.545 -2.835 -5.637
C 14.387 3.963 -5.914
C 11.777 1.610 0.195
C 15.328 -3.850 0.799
C 17.497 2.112 0.299
C 17.051 4.331 1.133
C 15.191 0.043 -5.020
C 22.129 5.546 -7.034
C 17.894 3.415 0.543
C 15.424 -3.506 -10.842
C 17.488 -4.408 1.595
C 11.066 -3.030 1.694
C 20.042 4.099 -13.619
C 8.917 2.695 -1.723
C 12.109 2.485 -0.835
C 15.737 3.919 1.478
C 16.843 4.407 -2.943
H 26.863 -0.209 -6.167
H 23.647 2.103 -7.693
H 16.247 5.021 -6.322
H 19.129 -3.696 -5.841
H 22.126 -4.017 -0.351
H 18.914 -5.504 -4.236
H 14.925 -2.904 -5.576
H 19.059 -3.713 0.292
H 11.897 4.517 -1.477
H 16.700 -6.067 -3.309
H 16.481 -5.067 -12.085
H 17.167 -3.391 -13.630
H 12.391 2.228 -1.845
H 19.537 -3.091 -3.618
H 9.046 -2.622 -7.224
H 12.295 -6.096 1.026
H 23.168 3.783 -3.757
H 22.132 3.881 -13.112
H 24.074 6.292 -7.291
H 24.507 3.462 0.366
H 18.257 1.083 -5.936
H 14.199 -0.180 -5.385
H 11.288 1.462 2.305
H 18.815 3.755 0.091
H 10.279 2.446 -3.327
H 16.596 -0.973 -13.437
H 11.217 5.386 0.613
H 7.701 2.654 0.073
H 14.963 2.222 -9.257
H 19.872 -0.671 -3.252
H 15.802 7.744 -1.229
H 24.745 4.575 4.403
H 15.074 -4.125 -10.030
H 11.721 -2.766 -1.575
H 21.628 2.896 -10.879
H 14.176 5.894 -1.438
H 9.124 3.731 -1.497
H 15.415 -0.274 -11.201
H 17.204 -2.470 -6.608
H 20.501 -4.765 -1.962
H 20.215 4.930 -6.573
H 17.170 3.542 -3.502
H 16.667 0.627 -2.017
H 18.484 1.147 -3.420
H 18.773 5.297 -3.218
H 15.821 0.720 0.346
H 18.090 1.396 -0.252
H 21.165 2.731 3.016
H 18.202 -4.881 2.253
H 11.167 -2.195 -5.012
H 19.332 2.388 -10.185
H 12.538 -5.049 -1.227
H 25.783 4.341 2.406
H 20.273 4.567 -14.564
H 10.586 -1.829 -7.553
H 9.750 0.022 -3.642
H 14.985 4.540 1.943
H 10.650 -1.568 0.166
H 16.559 3.861 -8.488
H 11.119 -3.719 -5.914
H 16.210 0.246 -6.934
H 11.589 -4.688 2.942
H 14.745 3.821 -2.435
H 22.307 3.861 4.842
H 25.115 -1.874 -5.198
H 14.341 2.237 1.627
H 21.447 0.070 -1.517
H 14.193 4.466 -4.978
H 8.430 -1.129 -1.813
H 24.929 5.097 -5.242
H 11.805 0.539 0.058
H 14.269 -3.838 1.014
H 17.616 -2.589 -1.310
H 12.951 1.709 -7.970
H 22.860 -1.526 -5.703
H 17.942 3.900 -13.883
H 26.119 1.747 -7.261
H 21.819 5.733 -8.052
H 15.149 -2.805 -1.050
*
```

LUMO energy ... -0.06161 hartree
Frontier orbital gap ... 7.5 eV
HOMO energy ... -9.2 eV

Results of the Löwdin charge analysis, in e, for atoms 1 through 2: Br 0.5480; Br 0.6334

---

The following is a quantum chemistry calculation of a cluster of 2 separate species, CH3ClN2 in total, from the OMol25 dataset.

```
! RIJCOSX wB97M-V def2-TZVPD def2/J DEFGRID3
* xyz 0 1
Cl -3.267 0.304 -0.861
N 0.771 0.277 -1.117
N -1.598 0.551 -0.915
C -0.427 0.405 -0.744
H 1.630 0.170 -1.568
H 0.584 0.008 1.425
H 0.551 0.764 1.351
*
```

LUMO energy ... 0.00779 hartree
Frontier orbital gap ... 9.5 eV
HOMO energy ... -9.2 eV

Results of the Löwdin charge analysis, in e, for atoms 1 through 2: Cl 0.6201; N 0.1110

---

The following is a quantum chemistry calculation of the molecule C5H10INO2S, from the OMol25 dataset.

```
! RIJCOSX wB97M-V def2-TZVPD def2/J DEFGRID3
* xyz 0 1
I 4.423 -0.257 0.322
S 1.164 0.357 0.039
O 1.554 0.971 1.287
O 1.313 1.141 -1.173
N 2.205 -1.949 -0.959
C -1.192 -0.427 -1.071
C -0.827 0.199 0.265
C -1.114 1.703 0.236
C -1.187 -0.555 1.522
C 2.455 -0.945 -0.328
H -0.906 -1.432 -1.397
H -0.452 2.182 -0.504
H -0.318 -0.430 2.207
H -0.885 0.121 -1.898
H -2.171 -0.131 1.914
H -2.252 -0.387 -1.273
H -1.024 2.209 1.174
H 2.805 -2.638 -1.394
H -2.084 1.877 -0.269
H -1.507 -1.610 1.302
*
```

LUMO energy ... -0.01710 hartree
Frontier orbital gap ... 8.9 eV
HOMO energy ... -9.4 eV

Results of the Löwdin charge analysis, in e, for atoms 1 through 2: I 0.7917; S 0.6432

---

The following is a quantum chemistry calculation of a cluster of 2 separate species, C2H9N2O in total, from the OMol25 dataset.

```
! RIJCOSX wB97M-V def2-TZVPD def2/J DEFGRID3
* xyz 0 2
O -1.010 1.864 1.115
N 0.485 -0.128 -0.300
N -1.553 -1.202 0.185
C 1.846 -0.021 -0.710
C -0.301 -1.236 -0.423
H 2.526 -0.579 -0.041
H -1.902 -0.332 0.542
H -1.254 2.795 0.959
H 0.193 0.761 0.085
H -0.043 -2.138 -0.953
H -1.023 1.759 2.068
H -2.135 -2.010 0.119
H 2.028 -0.537 -1.675
H 2.144 1.003 -0.971
*
```

LUMO energy (spin up / spin down) ... 0.01964 / 0.01867 hartree
Expectation value of S² ... 0.7529
Frontier orbital gap (spin up / spin down) ... 4.6 / 8.7 eV
HOMO energy (spin up / spin down) ... -4.0 / -8.1 eV

Results of the Löwdin charge analysis, in e, for atoms 1 through 2: O -0.0531; N -0.1299

---

Per-record energy above the lowest of the compared OMol25 structures with the same formula, charge and spin, eV: 0.470 6.438 0.187 11.445 0.000 5.360 1.599 0.361